A structure of composition C31H37CuN5 in a non-equilibrium geometry. Source: OMol25; level of theory: ωB97M-V with the def2-TZVPD basis set.

energy	-3117.5598	Eh
LUMO level (alpha / beta)	4.52 / 4.50	eV
multiplicity	2
net charge	-2
E_HOMO (alpha / beta)	2.8 / -0.3	eV
frontier orbital gap (alpha / beta)	1.73 / 4.77	eV
<S²>	0.7504

XYZ file:
```
74
C31H37CuN5 (ωB97M-V with the def2-TZVPD basis set)
Cu 0.082 -0.728 -0.286
N -0.969 -2.416 2.656
N -1.776 0.493 1.614
C -0.069 -0.974 -2.349
C -1.430 -1.246 -1.964
C -1.448 -2.456 -1.219
C -2.645 -3.160 -0.689
H -3.553 -2.564 -0.838
H -2.541 -3.379 0.383
H -2.786 -4.126 -1.202
C -0.115 -2.932 -1.104
C 0.275 -4.180 -0.400
H -0.226 -5.053 -0.846
H -0.008 -4.142 0.664
H 1.358 -4.342 -0.455
C 0.738 -2.055 -1.843
C 2.160 -2.294 -2.198
H 2.659 -2.922 -1.452
H 2.712 -1.351 -2.285
H 2.233 -2.810 -3.168
C -2.626 -0.430 -2.308
H -3.427 -1.064 -2.717
H -2.378 0.337 -3.052
H -3.038 0.077 -1.422
C 0.416 0.126 -3.227
H 1.063 0.813 -2.662
H -0.419 0.720 -3.614
H 0.997 -0.262 -4.078
C -0.586 -3.264 3.630
H -0.028 -4.147 3.298
C -0.872 -3.045 4.985
H -0.585 -3.811 5.703
C -1.526 -1.871 5.378
H -1.713 -1.654 6.427
C -1.978 -1.008 4.388
H -2.505 -0.076 4.584
C -1.775 -1.398 3.035
C -2.344 -0.724 1.933
H -2.672 -1.325 1.082
C -0.908 0.705 0.556
C -1.972 1.676 2.334
H -2.562 1.691 3.232
C -1.337 2.642 1.670
H -1.289 3.699 1.843
N -0.692 2.044 0.581
C 0.005 2.798 -0.424
C -0.702 3.272 -1.536
C 0.014 3.926 -2.545
H -0.527 4.271 -3.428
C 1.382 4.176 -2.417
C 2.141 4.892 -3.501
H 2.786 4.190 -4.048
H 2.791 5.677 -3.088
H 1.453 5.349 -4.222
C 2.031 3.798 -1.241
H 3.087 4.035 -1.090
C 1.339 3.155 -0.207
C 2.015 2.880 1.094
H 1.511 3.392 1.925
H 3.035 3.272 1.030
H 2.079 1.809 1.329
C -2.186 3.150 -1.645
H -2.697 3.740 -0.872
H -2.549 2.115 -1.595
H -2.489 3.559 -2.617
N 1.782 -1.805 1.809
C 3.000 -1.887 2.374
C 3.808 -1.001 1.678
C 2.988 -0.382 0.725
N 1.741 -0.890 0.808
H 0.948 -2.338 2.050
H 3.205 -2.540 3.209
H 4.855 -0.819 1.826
H 3.256 0.393 0.016
```